1.
{
  "formula": "C2H9BN2O2",
  "method": "the ωB97M-V functional and the def2-TZVPD basis",
  "elements": ["B", "C", "C", "N", "N", "O", "O", "H", "H", "H", "H", "H", "H", "H", "H", "H"],
  "xyz": [[-1.993, -0.280, -0.161], [1.309, -0.370, 0.897], [1.208, -0.314, -1.685], [1.119, 1.552, -0.282], [1.195, 0.125, -0.508], [-1.747, -1.508, 0.343], [-2.180, 0.688, 0.856], [0.735, 0.140, 1.631], [1.243, -1.456, 0.978], [2.352, -0.147, 1.265], [1.222, -1.394, -1.885], [-1.852, -0.048, -1.274], [0.566, 1.952, -0.947], [0.628, 1.775, 0.550], [-1.704, -2.314, -0.215], [-2.103, 1.600, 0.437]],
  "e_above_lowest_kcal_mol": 51.5,
  "e_lumo_ev": 0.39,
  "energy_ev": -9969.8995,
  "e_homo_ev": -7.996
}

---

2.
{
  "formula": "C30H48O22S",
  "method": "the ωB97M-V functional and the def2-TZVPD basis",
  "elements": ["C", "C", "C", "O", "C", "O", "O", "H", "H", "H", "H", "H", "H", "C", "C", "C", "O", "C", "O", "O", "H", "H", "H", "H", "H", "H", "C", "C", "C", "O", "C", "O", "O", "H", "H", "H", "H", "H", "H", "C", "C", "C", "O", "C", "O", "O", "H", "H", "H", "H", "H", "H", "C", "C", "C", "O", "C", "O", "O", "H", "H", "H", "H", "H", "H", "C", "C", "C", "O", "C", "O", "O", "H", "H", "H", "H", "H", "H", "C", "C", "C", "O", "C", "O", "O", "H", "H", "H", "H", "H", "H", "C", "S", "O", "C", "H", "H", "H", "H", "H", "H"],
  "xyz": [[18.486, 9.495, 8.099], [18.122, 8.294, 7.251], [17.054, 8.531, 6.181], [17.614, 7.978, 5.004], [18.884, 7.576, 5.215], [19.535, 7.023, 4.398], [19.275, 7.953, 6.446], [19.291, 9.220, 8.773], [17.563, 9.791, 8.606], [18.788, 10.328, 7.465], [17.952, 7.419, 7.882], [16.910, 9.603, 6.019], [16.108, 8.064, 6.451], [12.737, 12.617, -0.822], [13.666, 11.421, -0.754], [13.892, 10.765, 0.605], [13.795, 9.383, 0.314], [13.251, 9.178, -0.904], [12.942, 8.099, -1.303], [13.113, 10.348, -1.562], [11.689, 12.393, -0.612], [12.682, 13.015, -1.837], [13.089, 13.411, -0.162], [14.591, 11.631, -1.295], [13.102, 11.131, 1.268], [14.858, 11.057, 1.010], [18.861, 12.058, -4.208], [19.755, 11.571, -3.087], [19.115, 10.587, -2.101], [20.060, 9.527, -2.034], [21.082, 9.725, -2.907], [22.013, 9.020, -3.072], [20.824, 10.823, -3.654], [19.416, 12.622, -4.953], [18.106, 12.721, -3.778], [18.360, 11.213, -4.679], [20.168, 12.401, -2.507], [18.186, 10.186, -2.515], [18.860, 11.063, -1.157], [18.785, 8.236, 1.370], [17.739, 7.140, 1.501], [16.321, 7.531, 1.877], [15.492, 6.893, 0.920], [16.232, 6.419, -0.095], [15.803, 5.863, -1.059], [17.538, 6.620, 0.152], [18.357, 8.947, 0.660], [19.761, 7.875, 1.066], [18.906, 8.750, 2.326], [18.152, 6.282, 2.034], [16.187, 8.602, 1.722], [16.171, 7.214, 2.905], [13.634, 7.729, 4.398], [13.652, 9.225, 4.162], [13.634, 10.092, 5.459], [14.629, 11.081, 5.208], [15.289, 10.824, 4.074], [16.253, 11.393, 3.660], [14.904, 9.630, 3.594], [12.824, 7.470, 5.084], [14.568, 7.405, 4.853], [13.413, 7.179, 3.485], [12.860, 9.572, 3.499], [13.883, 9.518, 6.350], [12.653, 10.544, 5.577], [12.321, 4.865, -2.535], [12.935, 4.121, -1.376], [12.703, 4.790, 0.032], [12.330, 3.696, 0.846], [11.929, 2.667, 0.070], [11.336, 1.713, 0.450], [12.337, 2.847, -1.177], [11.258, 5.082, -2.372], [12.357, 4.339, -3.489], [12.735, 5.865, -2.665], [14.001, 3.954, -1.529], [12.005, 5.620, -0.061], [13.695, 5.172, 0.264], [21.126, 4.838, 0.618], [20.341, 3.612, 1.006], [19.401, 3.769, 2.214], [18.103, 3.580, 1.688], [18.166, 3.237, 0.367], [17.237, 2.939, -0.311], [19.424, 3.284, -0.061], [21.819, 5.150, 1.400], [20.479, 5.693, 0.409], [21.661, 4.646, -0.313], [21.003, 2.750, 1.065], [19.580, 4.726, 2.705], [19.624, 2.969, 2.922], [16.442, 8.241, -6.042], [15.165, 6.926, -5.938], [15.803, 5.657, -6.411], [15.132, 6.885, -4.128], [16.729, 8.362, -7.085], [17.339, 7.948, -5.500], [15.906, 9.107, -5.653], [14.554, 7.703, -3.700], [16.129, 6.976, -3.684], [14.832, 5.888, -3.813]],
  "e_above_lowest_kcal_mol": 21.8,
  "e_lumo_ev": -0.19,
  "energy_ev": -87769.4266,
  "e_homo_ev": -8.515
}

---

3.
{
  "formula": "C26H42N3Re",
  "method": "the ωB97M-V functional and the def2-TZVPD basis",
  "elements": ["C", "C", "C", "C", "C", "Re", "C", "C", "H", "C", "H", "H", "C", "H", "H", "H", "C", "H", "H", "H", "C", "H", "H", "H", "C", "H", "H", "H", "C", "H", "H", "H", "C", "H", "H", "H", "C", "H", "H", "H", "C", "C", "C", "C", "H", "C", "H", "C", "H", "H", "H", "C", "N", "C", "C", "N", "N", "C", "C", "H", "H", "H", "H", "H", "H", "H", "H", "H", "H", "H", "H", "H"],
  "xyz": [[1.093, -1.997, 0.465], [1.987, -1.191, -0.333], [1.423, -1.080, -1.648], [0.175, -1.803, -1.674], [-0.016, -2.384, -0.376], [0.000, 0.000, 0.000], [-2.304, 1.195, -0.379], [-2.003, 0.829, 0.938], [-1.774, 1.634, 1.647], [-1.752, -0.537, 1.319], [-2.388, -1.313, 0.875], [-1.512, -0.720, 2.373], [-2.441, 2.660, -0.719], [-1.842, 3.288, -0.040], [-2.112, 2.866, -1.751], [-3.505, 2.962, -0.637], [-2.970, 0.244, -1.353], [-2.844, -0.815, -1.079], [-4.058, 0.460, -1.381], [-2.593, 0.386, -2.380], [3.318, -0.642, 0.099], [3.317, -0.375, 1.167], [4.119, -1.388, -0.068], [3.573, 0.265, -0.472], [2.133, -0.492, -2.833], [2.651, 0.444, -2.574], [2.885, -1.217, -3.198], [1.441, -0.272, -3.659], [-0.661, -2.072, -2.894], [-0.659, -1.215, -3.587], [-0.268, -2.945, -3.451], [-1.708, -2.292, -2.632], [-1.087, -3.375, -0.018], [-2.046, -3.144, -0.511], [-0.783, -4.387, -0.347], [-1.260, -3.414, 1.069], [1.339, -2.437, 1.882], [0.394, -2.676, 2.396], [1.977, -3.341, 1.909], [1.844, -1.647, 2.462], [0.396, 1.658, -1.399], [1.057, 2.827, -0.948], [0.107, 1.604, -2.784], [1.406, 3.870, -1.823], [1.307, 2.933, 0.113], [0.448, 2.638, -3.668], [-0.399, 0.723, -3.197], [1.104, 3.782, -3.189], [1.915, 4.758, -1.430], [0.204, 2.549, -4.734], [1.375, 4.595, -3.872], [3.215, 2.313, 2.918], [2.051, 1.753, 3.597], [1.961, 1.929, 5.042], [0.997, 1.045, 2.878], [1.087, 0.908, 1.561], [-0.096, 0.551, 3.672], [0.065, -0.641, 4.498], [-1.165, 1.458, 4.064], [3.910, 2.822, 3.618], [2.893, 3.069, 2.172], [3.793, 1.507, 2.425], [1.050, 2.504, 5.303], [1.951, 0.946, 5.550], [2.824, 2.490, 5.458], [1.921, 1.306, 1.137], [-0.011, -0.377, 5.574], [-0.729, -1.386, 4.288], [1.058, -1.105, 4.367], [-1.065, 2.444, 3.562], [-2.156, 1.011, 3.841], [-1.130, 1.650, 5.157]],
  "spin_multiplicity": 4,
  "e_above_lowest_kcal_mol": 0.0,
  "e_lumo_ev": [-2.09, -3.60],
  "s2": 3.775,
  "energy_ev": -34234.7133,
  "e_homo_ev": [-7.414, -10.688],
  "charge": 1
}

---

4.
{
  "formula": "C2N5S",
  "method": "the ωB97M-V functional and the def2-TZVPD basis",
  "elements": ["C", "C", "N", "N", "N", "N", "N", "S"],
  "xyz": [[-0.916, 1.667, -1.377], [0.568, -0.258, 0.094], [-2.024, 2.057, -1.168], [0.844, -1.588, -0.123], [0.184, 0.109, 1.279], [0.521, -2.077, 1.025], [0.167, -1.101, 1.835], [0.656, 1.191, -1.566]],
  "e_above_lowest_kcal_mol": 0.0,
  "e_lumo_ev": 3.17,
  "energy_ev": -20358.4349,
  "e_homo_ev": -5.604,
  "charge": -1
}

---

5.
{
  "formula": "C7H9N",
  "method": "the ωB97M-V functional and the def2-TZVPD basis",
  "elements": ["C", "C", "N", "C", "C", "C", "C", "C", "H", "H", "H", "H", "H", "H", "H", "H", "H"],
  "xyz": [[-0.969, 0.707, 0.914], [-2.333, 0.485, 0.647], [-3.016, -0.512, 0.167], [0.987, 0.207, -0.399], [0.035, -0.217, 0.346], [-0.118, -1.741, 0.590], [3.375, 0.776, -1.033], [2.021, 0.624, -1.191], [-0.654, 1.746, 0.937], [-3.031, 1.264, 1.008], [-2.470, -0.978, -0.567], [0.837, -2.250, 0.525], [-0.633, -1.961, 1.526], [-0.741, -2.182, -0.194], [3.840, 0.960, -0.071], [3.850, 1.307, -1.853], [1.753, 0.942, -2.205]],
  "e_above_lowest_kcal_mol": 150.8,
  "e_lumo_ev": -2.19,
  "energy_ev": -8888.6161,
  "e_homo_ev": -7.275
}

---

6.
{
  "formula": "C3H9NO2",
  "method": "the ωB97M-V functional and the def2-TZVPD basis",
  "elements": ["C", "C", "C", "N", "O", "H", "H", "H", "H", "H", "H", "H", "H", "H", "O"],
  "xyz": [[0.093, 2.848, -0.939], [-1.147, 1.940, -0.960], [-1.327, 1.127, 0.284], [-0.326, 0.186, 0.465], [-2.242, 1.179, 1.077], [0.302, 3.164, -1.964], [-0.052, 3.691, -0.278], [1.024, 2.311, -0.746], [-1.079, 1.219, -1.777], [-1.972, 2.602, -1.197], [0.239, -0.115, -0.304], [-0.374, -0.427, 1.259], [4.017, -5.602, -0.559], [4.168, -5.665, 0.937], [3.536, -5.833, 0.235]],
  "smiles": "CCC(N)=O.O",
  "e_above_lowest_kcal_mol": 13.6,
  "e_lumo_ev": 0.82,
  "energy_ev": -8842.3662,
  "e_homo_ev": -9.702
}